The following is a quantum chemistry calculation of a cluster of 2 separate species, C4H8O4S2 in total in a non-equilibrium geometry, from the OMol25 dataset.

Calculated values
F_max (Eh/bohr): 0.1205
Orbital gap (hartree): 0.331
HOMO level (eV): -9.802
Lowest unoccupied orbital energy (Eh): -0.029
Energy relative to the best compared isomer or geometry (same formula, charge and spin) (kJ/mol): 574.5

```
18
Properties=species:S:1:pos:R:3:forces:R:3:mulliken_charge:R:1
C 0.174471 -1.243837 -0.170773 0.783 2.909 1.202 -0.8897
C 0.808613 -0.948405 1.339717 -0.288 -2.733 -0.197 -0.4612
C -0.727490 1.247658 -0.473579 0.669 0.320 -1.947 -0.8324
C -1.024274 -0.259217 -0.319085 -1.980 1.770 -0.797 0.4602
H 1.782040 -0.638922 -1.159007 -2.203 -2.187 -1.197 0.5139
H -0.289879 -2.107297 0.029435 -1.508 -3.705 0.251 0.6056
H -0.062192 -1.027712 2.175341 1.978 -0.498 -2.246 0.3460
H 1.696924 -1.899810 1.531526 -2.354 3.487 -0.409 0.2933
H -1.526624 1.778102 0.163194 2.294 -0.159 -0.371 0.3145
H -0.898129 1.582332 -1.526343 0.029 -0.320 0.636 0.3724
H -1.666902 -0.347664 -1.244546 1.018 -1.193 0.907 0.4903
H -3.126721 -0.881168 0.323962 4.968 2.659 2.470 0.3828
O 1.026817 -1.390424 -1.324336 1.174 2.389 2.747 -0.5898
O 2.155888 0.955489 -1.217535 -1.792 -0.100 1.026 -0.6182
O 1.354036 3.034666 -0.230758 -0.737 -2.568 0.317 -0.6497
O -1.986246 -0.240620 0.843421 -3.650 -3.657 -3.423 -0.6441
S 1.153405 0.821319 1.571883 1.506 -0.365 1.251 -0.0936
S 1.156262 1.565510 -0.312517 0.094 3.950 -0.222 0.9996
```
Forces are in eV/Å.